(1)
Entry from the Open Molecules 2025 dataset: a cluster of 2 separate species, C2H5S in total in a non-equilibrium geometry (ωB97M-V/def2-TZVPD).

Computed properties:
Molar mass, g/mol: 61.13
Total charge: -1
Gap between HOMO and LUMO, Eh: 0.22463
Electronic energy, a.u.: -477.37614
Energy relative to the best compared isomer or geometry (same formula, charge and spin), kcal per mole: 19.6

Geometry as XYZ:
```
8
Properties=species:S:1:pos:R:3:lowdin_charge:R:1
S -0.538 1.287 2.164 -0.4752
H -0.697 0.363 3.163 -0.5032
C 1.016 -1.273 -1.847 -0.0790
C 0.149 -1.402 -2.832 -0.0999
H 2.084 -1.430 -1.783 0.0422
H 0.643 -0.963 -0.875 0.0414
H 0.530 -1.616 -3.831 0.0310
H -0.894 -1.122 -2.794 0.0426
```

(2)
Entry from the Open Molecules 2025 dataset: the molecule C3H6Cl2OSi in a non-equilibrium geometry (ωB97M-V/def2-TZVPD).

Computed properties:
SMILES: C=CC(Cl)(Cl)O[SiH3]
Molar mass, g/mol: 157.07
Total charge: 0
Gap between HOMO and LUMO, Eh: 0.40059
Electronic energy, a.u.: -1402.98744
Energy relative to the best compared isomer or geometry (same formula, charge and spin), kcal per mole: 80.6

Geometry as XYZ:
```
13
Properties=species:S:1:pos:R:3:lowdin_charge:R:1
C 0.617 1.975 0.634 0.0162
C -0.588 1.437 0.492 -0.2586
C -0.883 -0.096 0.358 -1.2731
Cl -1.706 -0.537 1.881 0.6404
Cl -2.022 -0.134 -0.991 0.6517
O 0.236 -0.827 0.061 -0.4297
Si 0.754 -1.970 -0.954 0.5903
H 0.901 3.027 0.700 0.0575
H 1.616 1.462 0.690 0.0824
H -1.522 1.980 0.434 0.0798
H 0.170 -3.139 -0.420 -0.0600
H 2.187 -1.818 -0.703 -0.0445
H 0.239 -1.360 -2.183 -0.0524
```

(3)
Entry from the Open Molecules 2025 dataset: the molecule C22H26N2O5S in a non-equilibrium geometry (ωB97M-V/def2-TZVPD).

Computed properties:
SMILES: O=C(/C=C/c1ccc(S(=O)(=O)N2CCOCC2)cc1)N(CCO)Cc1ccccc1
Molar mass, g/mol: 430.53
Total charge: 0
Gap between HOMO and LUMO, Eh: 0.31776
Electronic energy, a.u.: -1737.79596
Energy relative to the best compared isomer or geometry (same formula, charge and spin), kcal per mole: 63.3

Geometry as XYZ:
```
56
Properties=species:S:1:pos:R:3:lowdin_charge:R:1
O -3.032 -2.173 1.721 0.0583
C -2.985 -1.533 0.683 -0.4642
C -1.680 -1.122 0.103 0.0002
C -0.684 -0.733 0.902 -0.0240
C 0.659 -0.350 0.496 -0.2009
C 1.172 -0.632 -0.773 -0.0065
C 2.455 -0.246 -1.114 -0.0438
C 3.231 0.428 -0.191 -0.2749
S 4.894 0.937 -0.604 0.6797
O 5.059 2.325 -0.286 -0.2759
O 5.185 0.508 -1.945 -0.2848
N 5.744 0.057 0.549 -0.2353
C 6.951 0.678 1.062 -0.1670
C 8.127 0.438 0.112 -0.1831
O 8.311 -0.942 -0.120 -0.1258
C 7.162 -1.516 -0.704 -0.1879
C 5.938 -1.337 0.200 -0.1634
C 2.750 0.718 1.072 -0.0434
C 1.471 0.325 1.414 -0.0104
N -4.104 -1.202 -0.012 -0.0491
C -5.386 -1.627 0.514 -0.1175
C -6.162 -2.511 -0.472 -0.2291
O -6.794 -1.789 -1.504 -0.0777
C -4.162 -0.218 -1.076 -0.1010
C -4.650 1.115 -0.555 -0.2081
C -5.799 1.702 -1.066 -0.0459
C -6.248 2.913 -0.567 -0.0826
C -5.556 3.543 0.452 -0.0909
C -4.410 2.961 0.968 -0.0751
C -3.959 1.754 0.467 -0.0253
H -1.551 -1.218 -0.964 0.1058
H -0.891 -0.665 1.963 0.1249
H 0.572 -1.169 -1.491 0.1115
H 2.870 -0.454 -2.088 0.1149
H 6.747 1.744 1.161 0.1143
H 7.162 0.243 2.044 0.1335
H 9.061 0.802 0.544 0.1293
H 7.929 0.957 -0.838 0.1305
H 7.389 -2.574 -0.844 0.1295
H 6.957 -1.046 -1.676 0.1147
H 5.036 -1.682 -0.308 0.1204
H 6.070 -1.899 1.130 0.1341
H 3.386 1.248 1.762 0.1192
H 1.085 0.545 2.398 0.1170
H -5.987 -0.747 0.774 0.1342
H -5.177 -2.196 1.422 0.1224
H -5.477 -3.201 -0.969 0.1283
H -6.902 -3.097 0.088 0.1183
H -7.445 -1.195 -1.114 0.0891
H -4.841 -0.588 -1.849 0.1177
H -3.172 -0.087 -1.513 0.1206
H -6.339 1.211 -1.863 0.1102
H -7.142 3.363 -0.974 0.1022
H -5.908 4.486 0.844 0.1010
H -3.866 3.450 1.763 0.1035
H -3.065 1.298 0.871 0.1084
```

(4)
Entry from the Open Molecules 2025 dataset: a structure of composition C5H8O3Y in a non-equilibrium geometry (ωB97M-V/def2-TZVPD).

Computed properties:
Molar mass, g/mol: 205.02
Total charge: +1
Gap between HOMO and LUMO, Eh: 0.19867
Electronic energy, a.u.: -458.97601
Energy relative to the best compared isomer or geometry (same formula, charge and spin), kcal per mole: 35.5

Geometry as XYZ:
```
17
Properties=species:S:1:pos:R:3:lowdin_charge:R:1
O -0.548 0.026 -3.101 -0.4312
C 0.381 -1.256 -3.067 -0.1637
C 1.035 -1.592 -1.960 -0.1238
O 0.838 -0.630 -0.894 -0.3570
C 0.773 -1.124 0.431 -0.1616
C 0.464 0.060 1.318 -0.1454
O -0.635 0.775 0.734 -0.3730
C -1.215 1.747 1.601 -0.0334
Y -0.622 0.849 -1.447 1.7552
H 0.406 -1.830 -3.999 0.0896
H 1.732 -1.578 0.721 0.1546
H -0.020 -1.884 0.506 0.1475
H 1.323 0.744 1.393 0.1508
H 0.184 -0.282 2.324 0.1525
H -2.000 2.265 1.041 0.1018
H -1.651 1.244 2.474 0.1199
H -0.449 2.465 1.925 0.1174
```